1.
Formula: C9H18LiO9S
Source: the OMol25 dataset
Level of theory: wB97M-V/def2-TZVPD

Atoms and positions in Å:
C 2.718 1.693 -0.932
O -3.036 0.749 -2.834
O -2.835 1.314 -0.553
O 1.413 -2.315 -0.270
H 1.094 -0.827 3.278
H -0.468 -3.376 -0.465
H 0.647 -1.645 2.115
H -0.323 -0.460 3.292
H -3.080 -1.944 0.030
O 0.387 0.202 1.557
O -1.332 -0.254 -1.544
C 0.379 -0.796 2.611
O 2.646 4.849 1.071
C 2.244 3.884 0.218
S -2.657 0.229 -1.523
H -0.318 2.925 -1.511
O -2.430 -2.119 0.746
H -3.965 -3.311 1.227
H 2.064 -2.796 0.240
H 3.420 0.946 -1.164
H -2.491 -4.096 0.632
H -2.746 -3.535 2.193
C 3.136 2.733 -0.079
C 1.370 1.712 -1.334
H 0.048 0.471 -2.230
C 0.603 -3.122 -1.127
H 1.068 -3.975 -1.558
Li -0.232 -0.857 -0.189
C -2.872 -3.362 1.166
H 0.299 -2.767 -1.886
H 2.129 5.217 1.679
C 0.927 3.897 -0.266
H -0.143 0.824 1.833
O -3.543 -0.964 -1.362
O 0.870 0.729 -2.173
H 4.142 2.710 0.216
C 0.583 2.850 -1.088
H 0.266 4.605 0.000

Calculated values
- DFT total energy: -39089.360 eV
- HOMO level: -3.5 eV
- Kohn-Sham gap: 5.35 eV
- Charge: -1
- Energy above the lowest of the compared OMol25 structures with the same formula, charge and spin: 64.8 kcal/mol

***

2.
Formula: C4H15N3O
Source: the OMol25 dataset
Level of theory: wB97M-V/def2-TZVPD

Atoms and positions in Å:
H 0.189 2.299 -0.288
O 2.858 -0.179 -0.512
H 0.711 -0.793 2.750
H -0.962 0.389 -2.911
N 0.172 0.291 -1.006
N -1.363 -0.617 1.234
C -1.046 0.080 -1.864
H -2.123 -1.552 -2.416
H 3.411 -0.022 -1.308
C 0.686 0.888 1.348
H -0.414 -1.259 1.268
H 1.795 1.161 1.165
H 1.211 -1.156 1.049
C -0.027 1.311 0.029
N -1.444 -1.332 -1.675
H -1.870 0.642 -1.285
H -2.000 -1.396 -0.775
H 1.966 0.198 -0.715
H -1.667 -0.468 2.140
C 0.496 -0.599 1.673
H 0.199 -0.652 -0.498
H -1.067 1.266 0.408
H 0.290 1.502 2.188

Calculated values
- DFT total energy: -10903.228 eV
- Spin multiplicity: 2
- HOMO level (alpha / beta): 0.3 / -2.8 eV
- Kohn-Sham gap (alpha / beta): 3.63 / 6.66 eV
- Charge: -1
- Energy above the lowest of the compared OMol25 structures with the same formula, charge and spin: 106.7 kcal/mol

***

3.
Formula: C4H7NO2
Source: the OMol25 dataset
Level of theory: wB97M-V/def2-TZVPD

Atoms and positions in Å:
H -1.993 -1.305 -0.336
H -0.131 0.656 2.360
C -0.439 0.123 0.312
N 0.145 0.988 -2.079
O -1.380 1.196 -0.162
C -1.121 -1.218 0.343
C -0.384 0.799 -0.963
H -0.331 1.728 -2.597
H 1.119 -0.382 1.655
O -0.744 -2.124 1.041
C 0.462 0.470 1.460
H 1.068 1.350 1.237
H 1.785 -0.884 -1.394
H 1.943 -1.397 -0.876

Calculated values
- DFT total energy: -9843.823 eV
- HOMO level: -10.5 eV
- Kohn-Sham gap: 10.83 eV
- Charge: 0
- Energy above the lowest of the compared OMol25 structures with the same formula, charge and spin: 79.7 kcal/mol
- SMILES: [H]/N=C1\O[C@@]1(C)C=O.[H][H]

***

4.
Formula: CH5N
Source: the OMol25 dataset
Level of theory: wB97M-V/def2-TZVPD

Atoms and positions in Å:
H -0.713 -0.088 1.303
H 0.479 -1.240 -0.537
N 0.087 -0.319 -0.674
C -0.003 0.375 0.608
H -0.833 -0.424 -1.093
H -0.292 1.414 0.454
H 0.984 0.396 1.066

Calculated values
- DFT total energy: -2607.902 eV
- HOMO level: -9.3 eV
- Kohn-Sham gap: 10.53 eV
- Charge: 0
- Energy above the lowest of the compared OMol25 structures with the same formula, charge and spin: 0.0 kcal/mol
- SMILES: CN

***

What is the energy above the lowest of the compared OMol25 structures with the same formula, charge and spin in the first record?
64.8 kcal/mol

***

What is the DFT total energy in the second record?
-10903.228 eV

***

The highest energy above the lowest of the compared OMol25 structures with the same formula, charge and spin belongs to which entry?
C4H15N3O